C31H43BN9NaS3 as an isolated structure in a non-equilibrium geometry. Source: the Open Molecules 2025 dataset; level of theory: ωB97M-V/def2-TZVPD.

Results
Max |F| in hartree/bohr: 0.0237
Net charge: -2
HOMO energy in eV: -1.28
Spin multiplicity: 1

Positions of all 88 atoms, in Å:
Na (0.1705, -0.1601, 0.9022)
C (-1.7484, 0.6799, -4.4007)
C (-1.9119, 0.8508, -2.9275)
C (-2.8935, 1.5499, -2.2571)
C (-2.5803, 1.3910, -0.8970)
N (-1.4925, 0.6506, -0.7751)
N (-1.0836, 0.3217, -2.0017)
B (0.1773, -0.5089, -2.2793)
N (1.4014, 0.3008, -1.8153)
N (1.3055, 1.1583, -0.7907)
C (2.3795, 1.9290, -0.7999)
C (3.2210, 1.5459, -1.8559)
C (2.5550, 0.5159, -2.4852)
C (3.0034, -0.2329, -3.6932)
C (2.6079, 3.0825, 0.1378)
C (3.7558, 2.7422, 1.0924)
C (1.3408, 3.3952, 0.9253)
C (2.9971, 4.3249, -0.6810)
N (0.0194, -1.8912, -1.6211)
N (-0.7438, -2.0442, -0.5406)
C (-0.8978, -3.3413, -0.3275)
C (-0.1999, -4.0631, -1.3027)
C (0.3675, -3.0995, -2.1166)
C (1.1994, -3.3213, -3.3321)
C (-1.8398, -3.8348, 0.7329)
C (-1.8575, -5.3654, 0.7858)
C (-1.4413, -3.2833, 2.0992)
C (-3.2328, -3.3104, 0.3634)
C (-3.3655, 1.9478, 0.2575)
C (-2.7038, 1.6160, 1.5890)
C (-3.4674, 3.4739, 0.1207)
C (-4.7784, 1.3410, 0.2294)
H (-2.5662, 1.1822, -4.9156)
H (-1.7556, -0.3774, -4.6691)
H (-0.8018, 1.1079, -4.7338)
H (-3.7144, 2.0920, -2.6897)
H (0.2592, -0.6752, -3.4577)
H (4.1755, 1.9577, -2.1277)
H (3.7559, 0.3480, -4.2240)
H (2.1697, -0.4243, -4.3610)
H (3.4419, -1.1921, -3.4165)
H (3.5119, 1.8622, 1.6831)
H (3.9369, 3.5674, 1.7785)
H (4.6698, 2.5372, 0.5358)
H (1.0612, 2.5462, 1.5411)
H (0.5132, 3.6055, 0.2509)
H (1.5007, 4.2545, 1.5735)
H (3.9357, 4.1665, -1.2081)
H (3.1159, 5.1789, -0.0156)
H (2.2231, 4.5588, -1.4112)
H (-0.1026, -5.1272, -1.4167)
H (1.1069, -4.3567, -3.6584)
H (2.2498, -3.1156, -3.1245)
H (0.8804, -2.6632, -4.1378)
H (-0.8688, -5.7483, 1.0288)
H (-2.1635, -5.7851, -0.1719)
H (-2.5582, -5.7028, 1.5493)
H (-0.4668, -3.6625, 2.3910)
H (-2.1714, -3.5750, 2.8548)
H (-1.3837, -2.1984, 2.0575)
H (-3.5021, -3.6269, -0.6437)
H (-3.2180, -2.2248, 0.3907)
H (-3.9842, -3.6759, 1.0618)
H (-1.7242, 2.0764, 1.6528)
H (-2.5791, 0.5429, 1.6981)
H (-3.3061, 1.9868, 2.4154)
H (-2.4731, 3.9138, 0.1516)
H (-4.0485, 3.8826, 0.9467)
H (-3.9417, 3.7569, -0.8178)
H (-4.7184, 0.2578, 0.3157)
H (-5.2915, 1.5825, -0.7013)
H (-5.3663, 1.7241, 1.0632)
S (-0.3111, 0.5946, 3.8910)
C (1.2752, 1.1698, 4.0287)
S (2.6486, 0.1553, 3.7478)
C (1.4903, 2.5093, 4.3847)
C (2.7391, 3.1156, 4.4818)
N (3.7303, 3.7069, 4.5735)
C (0.4183, 3.3800, 4.5830)
N (-0.4313, 4.1472, 4.7517)
S (2.5563, -3.1808, 3.7992)
C (3.0650, -3.5497, 2.1709)
C (2.4384, -2.7234, 1.3021)
N (1.5717, -1.8291, 1.8223)
C (1.6144, -1.8252, 3.1394)
H (3.8082, -4.3036, 1.9911)
H (2.5597, -2.7584, 0.2320)
H (0.7621, -1.5267, 3.7268)

Atoms 1-3, force components in eV/Å:
-0.20 0.15 0.23
0.12 -0.07 0.13
-0.32 0.20 -0.14

Here are the Mulliken charges for atoms 1 to 5, given in e: Na 1.118; C -1.619; C 0.177; C -0.667; C -0.684